1.
133
Properties=species:S:1:pos:R:3:mulliken_charge:R:1 method="wB97M-V/def2-TZVPD" total_energy_ev=-70152.0104 smiles=CCCCOB(CCCCOC)P(O)O.CC(C)O.CC(C)O.CC(C)O.CC(C)O.CC(C)O.CC(C)O.CC(C)O.CC(C)O lumo_energy_ha=0.02279 orbital_gap_ev=8.151
C 7.27 -2.18 2.42 -1.274
C 6.09 -1.58 3.18 0.519
C 5.10 -0.84 2.28 -0.498
C 3.84 -0.49 3.07 -0.331
O 3.21 0.68 2.54 -0.510
B 1.98 0.61 1.96 0.855
C 0.74 -0.07 2.66 -0.652
C -0.66 0.38 2.23 -0.379
C -1.76 -0.65 2.54 -0.645
C -2.41 -1.24 1.29 -0.440
O -3.47 -0.39 0.90 -0.362
C -4.25 -0.92 -0.15 -0.584
P 1.86 1.57 0.24 -0.147
O 3.33 1.22 -0.44 -0.492
O 0.89 0.54 -0.65 -0.359
H 6.95 -2.62 1.47 0.325
H 7.77 -2.96 3.00 0.399
H 8.03 -1.42 2.19 0.224
H 6.47 -0.87 3.92 0.373
H 5.57 -2.35 3.74 -0.466
H 5.54 0.08 1.90 0.294
H 4.84 -1.48 1.43 0.209
H 4.11 -0.28 4.11 0.292
H 3.15 -1.33 3.07 0.094
H 0.83 -1.17 2.55 0.279
H 0.85 0.10 3.74 0.214
H -0.68 0.58 1.16 0.085
H -0.90 1.31 2.75 0.333
H -1.37 -1.47 3.15 0.305
H -2.57 -0.19 3.12 0.351
H -2.78 -2.26 1.47 0.403
H -1.67 -1.29 0.47 0.243
H -5.11 -1.48 0.26 0.364
H -3.67 -1.60 -0.79 0.342
H -4.61 -0.11 -0.76 -0.017
H 3.25 0.49 -1.08 0.288
H 1.18 -0.39 -0.65 0.258
C -1.42 3.13 -2.82 -1.389
C -1.36 1.79 -3.53 0.628
C -2.53 0.90 -3.13 -0.229
O -0.11 1.15 -3.29 -0.412
H -1.36 2.98 -1.74 0.264
H -0.58 3.76 -3.12 0.354
H -2.35 3.65 -3.04 0.389
H -1.39 1.95 -4.61 0.168
H -2.49 0.69 -2.06 0.069
H -2.49 -0.06 -3.66 0.324
H -3.49 1.36 -3.35 -0.336
H -0.06 0.96 -2.33 0.225
C -8.01 1.01 -2.41 -1.372
C -6.63 1.47 -2.84 0.560
C -6.70 2.57 -3.88 -1.030
O -5.85 0.37 -3.32 -0.507
H -8.56 0.61 -3.27 0.317
H -7.94 0.23 -1.65 0.348
H -8.60 1.84 -2.01 0.326
H -6.08 1.83 -1.96 0.230
H -7.20 2.22 -4.78 0.286
H -5.70 2.90 -4.16 0.190
H -7.25 3.43 -3.49 0.320
H -6.30 0.00 -4.08 0.330
C 4.22 -2.47 -4.05 -1.471
C 3.12 -1.58 -3.49 0.455
C 3.17 -0.17 -4.04 -1.061
O 3.18 -1.56 -2.05 -0.517
H 5.20 -2.06 -3.79 0.365
H 4.15 -3.47 -3.64 0.338
H 4.16 -2.53 -5.13 0.397
H 2.15 -2.02 -3.71 0.301
H 4.12 0.30 -3.78 0.338
H 2.36 0.43 -3.63 0.150
H 3.08 -0.17 -5.13 0.430
H 4.04 -1.22 -1.80 0.322
C -0.34 -1.64 8.05 -1.370
C 0.03 -0.41 7.24 0.478
C -0.57 0.86 7.81 -1.407
O -0.33 -0.57 5.87 -0.376
H -1.43 -1.77 8.04 0.383
H 0.11 -2.53 7.62 0.300
H -0.02 -1.55 9.08 0.398
H 1.12 -0.32 7.21 0.263
H -1.66 0.79 7.80 0.338
H -0.28 1.72 7.22 0.332
H -0.25 1.02 8.84 0.410
H -1.29 -0.66 5.82 0.260
C -10.34 5.13 -3.66 -1.348
C -10.39 3.81 -4.42 0.756
C -11.46 3.81 -5.50 -1.478
O -10.57 2.72 -3.52 -0.481
H -11.29 5.31 -3.16 0.373
H -9.55 5.10 -2.91 0.328
H -10.15 5.96 -4.34 0.370
H -9.42 3.62 -4.88 0.111
H -12.45 3.96 -5.05 0.367
H -11.47 2.86 -6.03 0.352
H -11.30 4.61 -6.22 0.370
H -11.43 2.83 -3.09 0.308
C -4.27 2.12 -8.96 -1.451
C -4.72 2.27 -7.52 0.435
C -3.98 1.32 -6.59 -0.803
O -6.13 2.09 -7.40 -0.514
H -4.48 1.10 -9.31 0.360
H -4.81 2.82 -9.60 0.345
H -3.20 2.30 -9.07 0.378
H -4.55 3.29 -7.19 0.249
H -4.18 0.28 -6.87 0.314
H -4.30 1.46 -5.56 0.025
H -2.90 1.48 -6.64 0.309
H -6.34 1.19 -7.69 0.338
C 4.85 -5.49 5.21 -1.237
C 4.45 -4.27 6.01 0.428
C 3.71 -4.63 7.29 -1.419
O 3.67 -3.38 5.21 -0.396
H 3.97 -6.06 4.92 0.335
H 5.39 -5.20 4.31 0.284
H 5.49 -6.15 5.80 0.396
H 5.34 -3.69 6.26 0.252
H 2.79 -5.18 7.05 0.352
H 3.44 -3.74 7.85 0.321
H 4.32 -5.27 7.93 0.384
H 2.86 -3.83 4.96 0.288
C 12.43 0.06 3.86 -1.326
C 11.48 -0.98 3.30 0.468
C 12.13 -1.83 2.21 -1.264
O 10.28 -0.36 2.82 -0.499
H 12.75 0.74 3.07 0.354
H 11.95 0.64 4.64 0.316
H 13.33 -0.41 4.28 0.373
H 11.13 -1.63 4.11 0.243
H 12.43 -1.19 1.38 0.338
H 11.42 -2.57 1.84 0.301
H 13.01 -2.34 2.59 0.377
H 10.52 0.23 2.09 0.315


2.
164
Properties=species:S:1:pos:R:3:mulliken_charge:R:1 method="wB97M-V/def2-TZVPD" total_charge=-1 total_energy_ev=-79645.8566 multiplicity=2 de_lowest_kcal_mol=0.0 lumo_energy_ha="0.08180 / 0.08025" orbital_gap_ev="1.336 / 8.808"
C -2.18 19.33 25.52 -0.781
O -3.00 18.34 24.90 -0.250
C -2.42 17.83 23.69 -0.780
C -3.47 17.16 22.85 -0.600
N -3.87 15.89 23.50 -0.284
C -5.14 15.40 22.95 -1.232
C -5.59 14.35 23.95 0.637
O -6.19 15.07 25.06 -0.401
C -6.86 14.28 26.03 -0.428
H -2.15 20.13 24.77 0.318
H -1.21 18.92 25.79 0.280
H -2.70 19.83 26.34 0.251
H -1.79 16.98 23.92 0.294
H -1.88 18.59 23.11 0.549
H -3.28 16.94 21.79 0.448
H -4.26 17.89 22.95 0.308
H -3.94 16.07 24.49 0.344
H -4.95 15.00 21.95 0.446
H -5.86 16.20 22.78 0.436
H -4.75 13.71 24.22 0.501
H -6.29 13.63 23.55 -0.646
H -7.31 15.01 26.70 0.354
H -6.23 13.54 26.53 0.326
H -7.68 13.74 25.56 -0.136
C -18.65 14.74 22.34 -0.864
O -17.84 14.63 23.54 -0.175
C -16.47 14.28 23.32 -0.474
C -15.85 14.52 24.77 -0.971
N -14.35 14.64 24.69 -0.112
C -13.79 13.49 23.96 -0.721
C -14.11 12.06 24.51 0.048
O -13.49 11.88 25.78 1.502
C -13.87 10.67 26.37 -1.999
H -18.60 15.77 22.00 0.283
H -19.68 14.48 22.61 0.266
H -18.24 14.18 21.50 0.333
H -15.99 15.02 22.68 0.234
H -16.46 13.27 22.92 0.305
H -16.11 13.81 25.56 0.238
H -16.37 15.40 25.13 0.533
H -14.23 15.52 24.21 0.233
H -12.72 13.60 24.11 0.203
H -13.97 13.46 22.89 0.474
H -13.64 11.27 23.92 -0.401
H -15.16 11.79 24.50 0.528
H -13.72 9.84 25.69 0.098
H -14.89 10.70 26.76 0.299
H -13.34 10.51 27.30 0.231
C -3.28 10.96 22.40 -1.063
O -3.39 10.30 23.67 -0.272
C -2.10 10.14 24.26 -0.985
C -2.24 9.65 25.68 -0.497
N -3.00 8.37 25.67 -0.350
C -3.33 7.77 26.94 -0.266
C -4.52 6.79 26.74 -1.310
O -5.61 7.56 26.23 0.529
C -6.84 6.78 26.08 -2.788
H -2.68 10.42 21.66 0.368
H -2.86 11.96 22.47 0.347
H -4.30 11.04 22.01 0.165
H -1.49 11.05 24.26 0.508
H -1.53 9.39 23.71 0.348
H -2.81 10.43 26.18 0.284
H -1.22 9.52 26.06 0.441
H -3.84 8.46 25.11 0.180
H -3.63 8.58 27.61 0.136
H -2.48 7.25 27.38 0.523
H -4.75 6.38 27.73 0.484
H -4.30 5.99 26.03 0.377
H -6.82 5.91 25.43 0.347
H -7.65 7.44 25.78 0.615
H -7.13 6.44 27.08 0.643
C -13.19 6.98 24.02 -1.293
O -12.05 7.40 23.32 -0.035
C -11.88 8.80 23.27 -0.656
C -10.72 9.07 22.34 0.390
N -11.17 8.78 20.92 -0.538
C -10.22 9.03 19.81 -0.708
C -8.97 8.12 19.95 -0.268
O -9.29 6.79 20.47 -0.048
C -8.25 5.88 20.19 -1.264
H -13.54 7.66 24.80 0.133
H -13.13 5.93 24.33 0.394
H -14.04 7.10 23.34 0.338
H -11.50 9.07 24.25 0.426
H -12.70 9.41 22.90 0.210
H -9.82 8.54 22.66 0.224
H -10.46 10.13 22.31 -0.101
H -11.18 7.77 20.85 0.336
H -9.95 10.08 19.82 0.107
H -10.82 8.85 18.92 0.431
H -8.16 8.63 20.48 -0.011
H -8.60 7.94 18.95 0.674
H -8.25 5.66 19.12 0.300
H -8.38 4.98 20.79 0.276
H -7.38 6.44 20.52 0.382
C -13.68 14.29 28.05 -1.149
C -12.14 14.27 27.98 0.550
C -11.54 13.24 28.96 -0.191
O -11.91 13.53 30.32 -0.409
C -11.29 14.64 30.92 -0.749
N -11.81 14.04 26.56 -0.372
H -14.08 15.08 27.41 0.371
H -13.94 14.55 29.08 0.557
H -14.10 13.33 27.76 -0.044
H -11.78 15.26 28.22 0.142
H -10.47 13.33 28.78 0.354
H -11.92 12.23 28.81 0.093
H -11.85 14.92 31.82 0.267
H -11.22 15.49 30.24 0.298
H -10.32 14.35 31.31 0.227
H -12.63 14.38 26.10 0.317
H -11.87 13.05 26.38 -0.199
C -5.40 11.93 32.51 -1.411
C -5.21 10.42 32.01 0.282
C -5.38 10.15 30.48 -0.700
O -6.67 10.75 30.19 -0.101
C -7.07 10.79 28.82 -0.358
N -3.91 10.11 32.49 -0.629
H -5.11 12.03 33.56 0.450
H -6.42 12.32 32.53 0.301
H -4.69 12.60 32.02 0.356
H -5.91 9.85 32.63 0.257
H -5.41 9.07 30.34 0.248
H -4.57 10.60 29.91 0.180
H -6.31 11.30 28.22 0.175
H -7.91 11.45 28.63 -0.063
H -7.22 9.81 28.36 0.306
H -3.26 10.82 32.17 0.258
H -3.59 9.16 32.35 0.246
C -6.88 9.27 23.21 -0.422
C -6.85 10.37 24.27 2.883
C -8.14 10.43 25.11 -0.750
O -9.27 10.81 24.38 0.910
C -10.25 11.27 25.33 -2.703
N -5.68 10.27 25.13 -0.020
H -7.74 9.36 22.55 -0.593
H -6.89 8.27 23.65 -0.077
H -6.01 9.33 22.55 0.260
H -6.71 11.34 23.81 -1.240
H -7.97 11.19 25.87 0.140
H -8.43 9.50 25.61 0.435
H -9.87 12.20 25.77 0.251
H -10.47 10.48 26.04 0.530
H -11.16 11.56 24.82 0.401
H -5.63 9.37 25.58 0.304
H -4.87 10.31 24.53 0.403
C -7.87 12.05 20.41 -0.580
C -8.26 13.24 19.59 0.728
C -8.49 14.47 20.50 -0.897
O -9.51 14.34 21.53 -0.328
C -8.96 13.90 22.78 -0.364
N -7.06 13.62 18.76 -0.734
H -7.63 11.17 19.81 0.560
H -8.70 11.67 21.01 -0.499
H -7.04 12.42 21.01 0.130
H -9.11 13.04 18.94 0.198
H -8.78 15.30 19.86 0.370
H -7.54 14.73 20.96 0.248
H -8.54 12.90 22.86 -0.020
H -9.74 14.00 23.53 0.160
H -8.19 14.63 23.01 0.388
H -7.13 14.50 18.28 0.239
H -7.17 12.97 17.98 0.318


| no. | strongest force on any atom (eV/Å) |
| --- | --- |
| 1 | 0.9 |
| 2 | 2.7 |